Run w
# C38H53CsN5O4P3S4

A molecular structure, C38H53CsN5O4P3S4 (ωB97M-V/def2-TZVPD, OMol25).

Cartesian coordinates (Å):
Cs -2.02670 0.36980 0.56425
C -3.82790 3.54686 -0.96909
O -3.24354 2.45008 -1.66468
C -2.29090 2.71497 -2.58500
C -1.81185 3.99047 -2.86078
C -0.85504 4.18031 -3.85474
C -0.37135 3.10427 -4.57739
C -0.84771 1.82691 -4.30032
C -1.80086 1.61277 -3.31579
N -2.24385 0.31956 -2.94538
N -2.34854 -0.45593 -3.92988
C -2.66662 -1.77907 -3.71027
C -2.62853 -2.41462 -2.42208
O -2.31195 -1.84648 -1.35776
C -2.94399 -3.84474 -2.40672
C -3.23675 -4.54254 -3.51982
C -3.25614 -3.91827 -4.81026
C -3.55797 -4.65429 -5.96787
C -3.57743 -4.06256 -7.20721
C -3.29090 -2.69044 -7.30223
C -2.99916 -1.94802 -6.18524
C -2.96571 -2.53504 -4.89536
H -3.09063 4.05665 -0.34779
H -4.58322 3.11922 -0.31592
H -4.29089 4.24207 -1.67701
H -2.16948 4.83507 -2.28996
H -0.48104 5.17959 -4.04414
H 0.38376 3.24916 -5.34046
H -0.47745 0.96067 -4.83405
H -2.93003 -4.31307 -1.42846
H -3.46735 -5.60283 -3.46083
H -3.77792 -5.71227 -5.86099
H -3.81229 -4.63986 -8.09322
H -3.30499 -2.20582 -8.27234
H -2.78896 -0.89133 -6.26940
O -2.81310 4.32605 7.56213
C -2.88884 3.66597 6.54008
S -2.39228 1.98847 6.39272
C -2.76279 1.73529 4.67621
C -3.28326 2.80251 4.02434
S -3.74316 2.97175 2.35205
S -3.52183 4.25865 5.01286
S -2.40235 0.13518 4.09010
C 4.10099 2.90012 -0.25996
P 2.36520 2.31356 -0.50450
C 2.51013 1.69076 -2.22932
C 1.57403 3.93968 -0.85923
C 1.06487 4.65096 0.39755
P -0.52465 3.92779 1.06169
C 0.06149 2.83184 2.41295
C -1.03635 5.37741 2.06748
H 4.44457 3.50960 -1.10139
H 4.77279 2.04867 -0.13868
H 4.15364 3.49768 0.65227
H 2.92916 2.44435 -2.90297
H 1.51774 1.41306 -2.58802
H 3.13969 0.79916 -2.25506
H 0.72996 3.74231 -1.52700
H 2.28516 4.56376 -1.41525
H 0.81531 5.68614 0.14155
H 1.83699 4.70203 1.17553
H 0.74742 3.35760 3.08519
H 0.56877 1.95608 2.00061
H -0.80928 2.49503 2.98412
H -0.22902 5.71621 2.72391
H -1.90132 5.08727 2.66333
H -1.33274 6.19777 1.40962
O 0.72253 -0.88036 0.73988
P 1.36827 -1.91981 1.56979
N 2.95813 -2.07665 1.07232
C 3.55807 -1.20358 0.07330
C 4.84414 -0.74547 0.75423
C 5.30776 -2.00918 1.48688
C 4.00227 -2.76486 1.82481
N 1.51167 -1.70550 3.19877
C 0.40605 -2.01131 4.13778
C 0.70998 -1.14696 5.35498
C 1.32089 0.10140 4.72783
C 2.19753 -0.46021 3.61193
N 0.56893 -3.36136 1.43788
C 0.04540 -3.69299 0.09320
C -0.23637 -5.18648 0.19025
C 0.89498 -5.67903 1.09128
C 0.96647 -4.58097 2.15123
H 2.86634 -0.39935 -0.16717
H 3.78932 -1.75509 -0.84929
H 4.60551 0.04672 1.46776
H 5.59139 -0.36630 0.05486
H 5.89282 -1.78857 2.38024
H 5.93214 -2.61531 0.82647
H 3.76917 -2.73742 2.89125
H 4.08659 -3.81848 1.53172
H 0.39470 -3.07571 4.37593
H -0.56108 -1.72366 3.72278
H 1.43057 -1.64724 6.01188
H -0.20266 -0.92179 5.90494
H 1.88442 0.71645 5.43064
H 0.51044 0.69794 4.30354
H 3.21024 -0.69109 3.96947
H 2.28374 0.23643 2.77296
H 0.80768 -3.50550 -0.67506
H -0.82616 -3.08978 -0.15414
H -0.26193 -5.66490 -0.78850
H -1.20093 -5.35243 0.67769
H 1.83011 -5.71284 0.52425
H 0.72051 -6.66525 1.52422
H 1.95748 -4.48581 2.59979
H 0.25982 -4.79168 2.96076

Computed properties:
charge = -2

---

Run x
# C38H53CsN5O4P3S4

A molecular structure, C38H53CsN5O4P3S4 (ωB97M-V/def2-TZVPD, OMol25).

Cartesian coordinates (Å):
Cs 0.26260 0.72114 0.24091
C 1.23412 -3.40288 -0.44056
O 0.76606 -3.02156 0.83982
C 1.23902 -3.71244 1.90550
C 2.09333 -4.80477 1.78855
C 2.54298 -5.47174 2.92452
C 2.14536 -5.05020 4.18092
C 1.29260 -3.96017 4.29864
C 0.81989 -3.28377 3.18135
N -0.00364 -2.13465 3.23953
N -0.59594 -2.03154 4.34737
C -1.34648 -0.91013 4.61408
C -1.52186 0.19240 3.70830
O -1.13911 0.20179 2.52109
C -2.20086 1.36831 4.25457
C -2.72742 1.39758 5.49298
C -2.63519 0.26750 6.37163
C -3.20745 0.29654 7.65389
C -3.11153 -0.77805 8.50442
C -2.42246 -1.92210 8.06972
C -1.85208 -1.97298 6.82209
C -1.93674 -0.87940 5.92582
H 2.32294 -3.33822 -0.50628
H 0.91780 -4.42291 -0.69090
H 0.80922 -2.70113 -1.15330
H 2.41802 -5.13741 0.81350
H 3.21622 -6.31361 2.81409
H 2.50707 -5.55338 5.06946
H 0.98360 -3.59532 5.26934
H -2.25902 2.22508 3.59203
H -3.23151 2.28914 5.85505
H -3.73009 1.19624 7.96371
H -3.55614 -0.74380 9.49162
H -2.33844 -2.77953 8.72847
H -1.32571 -2.85890 6.49567
O 5.14509 6.91462 -1.64433
C 4.46398 5.93930 -1.37123
S 3.28834 5.20998 -2.45309
C 2.71899 3.89895 -1.40135
C 3.28405 3.83975 -0.17192
S 3.02275 2.71800 1.13926
S 4.49498 5.09565 0.16616
S 1.52968 2.84762 -2.13128
C -3.49521 2.19032 -0.19273
P -3.38146 0.37198 0.05930
C -4.59072 0.17348 1.42842
C -4.43852 -0.20656 -1.35327
C -3.77205 0.01772 -2.71991
P -1.92777 -0.20504 -2.65879
C -1.56831 -0.32456 -4.45783
C -1.85964 -2.00145 -2.26256
H -4.52927 2.52608 -0.31402
H -2.90937 2.48093 -1.06675
H -3.05723 2.68778 0.67453
H -5.54986 0.65106 1.20652
H -4.16985 0.60481 2.33756
H -4.75095 -0.88941 1.61748
H -5.42577 0.26849 -1.31576
H -4.59134 -1.27840 -1.19237
H -3.95127 1.04311 -3.05599
H -4.20282 -0.64881 -3.47632
H -2.19231 -1.07601 -4.95239
H -0.51582 -0.59292 -4.56291
H -1.72230 0.64496 -4.93389
H -2.59317 -2.57364 -2.84019
H -2.02999 -2.15801 -1.19605
H -0.85400 -2.34769 -2.50380
O 1.28260 -1.21963 -2.82243
P 2.69463 -1.52195 -3.14528
N 3.19968 -0.55414 -4.40303
C 2.37738 0.58169 -4.87197
C 3.36470 1.73410 -4.93931
C 4.65999 1.06203 -5.38204
C 4.62084 -0.30310 -4.68193
N 3.72565 -1.38502 -1.87756
C 5.03357 -1.99211 -1.66153
C 5.82207 -0.87627 -0.98177
C 4.77578 -0.21894 -0.08237
C 3.48001 -0.30001 -0.89557
N 2.81493 -3.13848 -3.61476
C 1.62362 -3.65748 -4.30935
C 2.10040 -4.98637 -4.87663
C 3.52386 -4.65181 -5.31185
C 4.02400 -3.75852 -4.17391
H 1.56798 0.78412 -4.17305
H 1.95764 0.35506 -5.86159
H 3.45474 2.16840 -3.94048
H 3.03499 2.52588 -5.61233
H 5.54706 1.63020 -5.10172
H 4.67777 0.92319 -6.46728
H 5.19645 -0.28191 -3.75084
H 5.05103 -1.07706 -5.32578
H 5.49229 -2.32369 -2.59388
H 4.95632 -2.86622 -0.99757
H 6.17277 -0.16475 -1.73447
H 6.68926 -1.25180 -0.43614
H 4.98942 0.81089 0.19542
H 4.67108 -0.79252 0.84182
H 3.22931 0.63874 -1.39405
H 2.64068 -0.57407 -0.25669
H 1.30433 -2.99059 -5.12246
H 0.78961 -3.75323 -3.61630
H 1.46923 -5.34458 -5.69031
H 2.11432 -5.74397 -4.08872
H 3.49686 -4.08416 -6.24541
H 4.15775 -5.52642 -5.46306
H 4.73842 -3.01976 -4.53889
H 4.53103 -4.35623 -3.40913

Computed properties:
charge = -2

---

Which of them is least stable? Easy: run x.

---

Run w
# C20H21N3O3

A molecular structure, C20H21N3O3 (ωB97M-V/def2-TZVPD, OMol25).

Cartesian coordinates (Å):
C 5.16354 -2.65388 -3.99171
H 5.09887 -1.73978 -4.71083
H 4.25177 -3.30072 -4.34298
H 6.14433 -3.01943 -3.96043
O 4.99003 -1.86542 -2.73302
C 3.82401 -1.45545 -2.61026
O 3.10405 -1.39797 -3.43804
N 3.57824 -0.91535 -1.47029
N 2.51664 -0.26178 -1.07527
C 2.42112 0.11306 0.27822
C 1.21908 0.67571 0.56800
C 1.10189 1.23474 1.83349
N -0.00383 2.08040 2.17915
C -0.76493 1.83586 0.86104
C -1.90801 2.55091 0.41065
C -2.19137 2.16288 -0.79343
C -1.37793 1.64245 -1.59724
C -0.17017 1.02702 -1.30189
C -0.00995 1.26060 -0.07270
H 0.41217 0.43082 -2.02738
H -1.75564 1.55031 -2.84141
H -3.17480 2.46163 -1.22349
H -2.62055 2.86964 1.11611
C -0.63084 2.14057 3.38537
H -0.01200 2.90034 3.73405
C -1.39045 1.19074 4.16537
C -2.26712 0.53027 3.43851
O -1.84149 -0.46345 2.32157
C -2.24843 -0.91985 1.31621
C -1.53570 -1.49038 0.41484
C -2.15792 -1.88742 -0.95624
C -3.39189 -1.56884 -1.21155
C -4.26814 -1.09450 -0.19182
C -3.60105 -0.56797 1.06805
H -4.28193 -0.16003 1.76228
H -5.42709 -1.03275 -0.47425
H -3.87977 -1.85114 -2.16499
H -1.42262 -2.58616 -1.46217
H -0.50658 -1.63857 0.52697
H -2.97428 0.98834 2.68753
H -3.02017 -0.22515 4.16660
H -0.45662 0.17392 4.42391
H -1.65682 1.53754 5.03445
H -1.29024 3.12095 3.21395
H 1.75879 1.09508 2.73045
H 3.13805 -0.05934 1.08091
H 4.35117 -1.16443 -0.58442

Computed properties:
charge = 0

---

Run x
# C20H21N3O3

C20H21N3O3 in the gas phase (ωB97M-V/def2-TZVPD, OMol25).

Cartesian coordinates (Å):
C 1.06756 -1.11576 -0.15218
C 0.32092 -2.03802 0.92507
C 1.76655 0.07749 0.57372
C 3.15387 0.26648 0.04197
C 4.26787 -0.15043 0.84676
C 3.40367 0.82556 -1.18530
C 5.59021 0.03809 0.38312
C 4.71644 0.99874 -1.64412
C 5.82869 0.59319 -0.85904
C -2.09914 -2.47046 0.19003
C -2.43954 -2.22591 -1.31025
C -2.83210 -1.47632 1.10835
C -2.28443 -0.08177 1.22805
C -1.47979 0.33990 2.18566
C -2.62252 1.01155 0.41324
C -1.89162 2.09959 0.85782
C -3.48344 1.26327 -0.67423
C -1.96920 3.36150 0.29077
C -3.53362 2.48370 -1.24376
C -2.75076 3.54995 -0.73547
H -0.59728 -0.03244 -0.89444
H -0.20603 -1.41059 -1.74333
H 1.83954 -1.80381 -0.53435
H 1.20100 1.01555 0.39026
H 1.87912 -0.07569 1.66371
H 4.06842 -0.57686 1.82324
H 2.52938 1.12512 -1.78632
H 6.39516 -0.25021 1.07055
H 4.89380 1.44442 -2.61439
H 6.82300 0.85691 -1.22172
H -0.73592 -3.49896 1.37822
H -2.62964 -3.43630 0.30608
H -2.78109 -1.96975 2.10847
H -3.88035 -1.51136 0.75402
H -0.97606 -0.23200 2.99492
H -0.59052 2.26045 2.48957
H -4.13315 0.47205 -1.02763
H -1.32400 4.18946 0.59182
H -4.11202 2.59037 -2.15433
H -2.78362 4.52436 -1.20829
H -1.70429 -2.55924 -3.07813
N 0.18704 -0.60907 -1.22548
N -0.74854 -2.85253 0.56227
N -1.18374 1.66452 1.95447
O 0.78137 -2.16689 2.04793
O -3.49005 -1.87281 -1.74943
O -1.45114 -2.63507 -2.13792

Computed properties:
structure (SMILES) = N[C@@H](Cc1ccccc1)C(=O)N[C@@H](Cc1c[nH]c2ccccc12)C(=O)O
charge = 0

---

Run y
# C20H21N3O3

C20H21N3O3 in the gas phase (ωB97M-V/def2-TZVPD, OMol25).

Cartesian coordinates (Å):
O 0.92683 1.67652 -5.44513
N -2.05688 -1.93561 0.57689
N -2.35640 -2.42494 1.82264
O 2.98247 1.16302 1.82056
O 1.76096 1.83200 4.37144
C 0.26184 0.77137 -5.95484
C -1.16426 -0.97015 0.32777
C -2.45900 -1.71708 2.91352
C -0.87811 -1.76323 -1.95284
C -0.66832 0.59065 -1.53957
C 0.93108 0.07795 1.17061
C -0.59874 -1.58978 -3.29452
C -0.48181 0.76971 -2.91242
C -0.21154 0.88513 3.55283
C 1.68080 0.78589 2.10706
C 1.13236 1.17323 3.36003
C -0.93783 -0.69062 -1.06154
C -0.40094 -0.24878 1.41126
C -0.42238 -0.29526 -3.82613
C -1.00298 0.14877 2.62842
N -0.37384 -0.20316 -5.23051
C 3.25781 1.53133 0.44505
C 2.99786 1.29053 4.85122
C 0.03208 0.83504 -7.46090
C -2.73667 -2.48782 4.14168
C -2.41399 -0.23446 2.92189
H -0.98918 -2.75641 -1.57212
H -0.66723 1.45875 -0.87294
H 1.36351 -0.23795 0.22572
H -0.59175 -2.48436 -3.93585
H -0.30430 1.74022 -3.35747
H -0.65133 1.17789 4.51477
H -0.60560 -1.02659 -5.73108
H 4.11333 2.22016 0.42800
H 3.47171 0.64853 -0.15454
H 2.41973 2.03419 -0.04116
H 3.04898 0.24290 4.57906
H 3.85799 1.82240 4.41956
H 3.02697 1.35441 5.92984
H 0.41693 -0.03562 -7.94213
H 0.53931 1.70697 -7.89992
H -1.04839 0.87806 -7.72251
H -2.41477 -3.53336 3.98911
H -3.79405 -2.49280 4.33318
H -2.19315 -2.05934 4.98674
H -2.69248 0.18633 3.87367
H -3.10663 0.18539 2.20566

Computed properties:
structure (SMILES) = COc1cc2c(cc1OC)C(c1ccc(NC(C)=O)cc1)=NN=C(C)C2
charge = 0

---

Which of them is least stable? Easy: run w.

---

Run w
# C11H14N2O3

C11H14N2O3 in the gas phase (ωB97M-V/def2-TZVPD, OMol25).

Cartesian coordinates (Å):
C -2.76441 1.87540 0.17949
C -1.96112 0.90486 -0.79937
C -0.88218 -1.02828 -0.47696
C -2.20201 -1.68805 0.06011
C 0.36454 -1.60859 0.32251
C 1.68953 -0.81749 0.10326
C 2.12768 -0.57540 -1.19395
C 2.60576 -0.40235 1.14050
C 3.36263 0.07253 -1.46532
C 3.84395 0.27079 0.93024
C 4.11332 0.59713 -0.40800
H -2.29224 0.89000 2.02729
H -2.78930 2.41544 2.26067
H -2.86482 2.79592 -0.35081
H -3.78320 1.37134 0.01235
H -0.97120 0.91764 0.57331
H -0.76386 -0.95823 -1.63183
H 0.24670 -1.60525 1.50824
H 0.48689 -2.67627 0.00189
H 1.50020 -1.06209 -1.95936
H 2.41592 -0.50463 2.20194
H 3.29797 0.62670 -2.43891
H 4.63140 0.34967 1.73785
H 4.87121 1.35837 -0.61877
H -3.07920 -0.83371 -1.45575
N -2.33931 1.87379 1.53286
N -0.79423 0.50347 -0.29427
O -2.47197 0.70225 -1.86628
O -2.31793 -2.18060 1.19277
O -3.28071 -1.58435 -0.82569

Computed properties:
structure (SMILES) = NCC(=O)N[C@@H](Cc1ccccc1)C(=O)O
charge = 0

---

Run x
# C11H14N2O3

2 unconnected molecules or ions with the total composition C11H14N2O3 (ωB97M-V/def2-TZVPD, OMol25).

Cartesian coordinates (Å):
C -1.82937 -2.65692 -2.91747
N -0.58195 -1.89463 -2.88527
C 0.65344 -2.66755 -3.00153
C -0.57535 -0.59898 -2.88849
H -1.55849 -3.71909 -2.93305
H -2.47346 -2.44897 -2.05506
H -2.38619 -2.40930 -3.83023
H 0.37048 -3.72477 -3.04531
H 1.17643 -2.38912 -3.92502
H 1.33690 -2.50157 -2.15943
H 0.38999 -0.08772 -2.92354
H -1.53130 -0.07450 -2.84603
C -0.21347 1.66200 -0.52984
C -0.22157 0.60608 0.45079
O -0.55258 -0.54789 0.08269
C 0.19477 0.93057 1.86356
C -0.24091 2.08625 2.53876
C 0.04233 2.25906 3.90306
C 0.84930 1.32356 4.57652
C 1.29623 0.17795 3.90215
C 0.90973 -0.04795 2.57300
N 0.58753 2.75250 -0.37671
O 0.76618 3.58568 -1.31339
O 1.17147 2.93254 0.74209
H -0.63935 1.51267 -1.51267
H -0.85416 2.82808 2.02968
H -0.36165 3.12773 4.42372
H 1.14373 1.50203 5.61476
H 1.93603 -0.55539 4.40069
H 1.19528 -0.96235 2.04159

Computed properties:
charge = 0

---

Which of them is least stable? Easy: run x.

---

Run w
# CH11O4S

5 unconnected molecules or ions with the total composition CH11O4S (ωB97M-V/def2-TZVPD, OMol25).

Cartesian coordinates (Å):
C 1.66958 0.42758 -3.03468
S 1.53978 0.69573 -1.28401
H 1.91458 1.37923 -3.72979
H 0.70390 0.22900 -3.12287
H 2.18606 -0.40681 -3.47913
H 0.34725 2.38638 1.18955
H 1.65269 1.64779 0.86103
O 1.09284 1.92612 1.63928
H -0.17604 -1.64969 -2.45085
H -0.87071 -1.43670 -1.21845
O -1.11161 -1.65836 -2.13179
H -2.66781 -0.95881 3.50553
H -2.00136 -1.57569 4.89919
O -2.74801 -1.00579 4.47071
H -0.56121 0.23825 2.03411
H -0.12950 -0.03580 0.57659
O -0.84043 -0.20242 1.27559

Computed properties:
charge = -1

---

Run x
# CH11O4S

5 unconnected molecules or ions with the total composition CH11O4S (ωB97M-V/def2-TZVPD, OMol25).

Cartesian coordinates (Å):
C 1.80675 -1.50619 1.17076
S 0.28702 -0.95059 0.31929
H 2.61817 -2.00912 0.63011
H 1.58031 -2.45236 1.76078
H 2.22252 -0.77886 1.92026
H -1.70789 0.95272 -0.96808
H -2.90353 0.94259 -1.94079
O -1.88849 1.05026 -1.87444
H -1.92676 -0.23912 2.81148
H -0.65815 0.32773 2.40893
O -1.30031 0.51591 3.06663
H -1.64365 3.29296 -0.95143
H -2.27158 2.70142 0.20180
O -2.25331 3.54436 -0.21485
H 2.64878 -1.39184 -2.05263
H 2.31519 -2.07655 -3.45537
O 3.07492 -1.92333 -2.83244

Computed properties:
charge = -1

---

Which of them is least stable? Easy: run w.